Run P
A structure of composition C28H29ClN6O2S4Ti. Source: OMol25; level of theory: wB97M-V/def2-TZVPD.

Last column: Mulliken spin population.
Atoms and positions in Å:
Ti (0.8598, -1.1622, -0.6106)  0.7501
C (0.9283, 4.1412, 1.4563)  -0.0001
C (-0.3752, 3.3461, 1.5099)  0.0000
S (-0.5904, 2.4740, -0.0641)  0.0001
C (-2.1792, 1.6187, 0.1274)  -0.0009
C (-2.5228, 0.9103, -1.1797)  0.0016
S (-1.1724, -0.0267, -2.0089)  -0.0028
C (-0.4415, 1.3330, -3.0136)  -0.0062
C (1.0198, 1.1072, -3.3626)  0.0030
S (2.1729, 0.9664, -1.9486)  0.0079
C (2.9407, 2.6333, -1.8596)  0.0031
C (2.2894, 3.6809, -0.9701)  -0.0005
S (2.3540, 3.2046, 0.7914)  0.0000
H (1.2193, 4.4440, 2.4605)  0.0000
H (0.8212, 5.0356, 0.8446)  0.0000
H (-1.2248, 4.0160, 1.6457)  0.0000
H (-0.3558, 2.6082, 2.3138)  0.0002
H (-2.9519, 2.3531, 0.3575)  0.0001
H (-2.0941, 0.9193, 0.9563)  0.0007
H (-2.8699, 1.6301, -1.9194)  0.0001
H (-3.3173, 0.1820, -1.0232)  0.0002
H (-0.5741, 2.2585, -2.4612)  0.0003
H (-1.0270, 1.3673, -3.9328)  0.0007
H (1.3719, 1.9296, -3.9841)  0.0008
H (1.1368, 0.1820, -3.9218)  -0.0003
H (2.9766, 3.0008, -2.8844)  0.0003
H (3.9631, 2.4364, -1.5369)  0.0005
H (1.2491, 3.8386, -1.2460)  0.0001
H (2.8305, 4.6222, -1.0710)  0.0002
Cl (6.0083, -4.4910, -4.2481)  -0.0028
C (4.6570, -3.6041, -3.6440)  -0.0234
C (3.6836, -3.1353, -4.5390)  0.0581
C (2.5803, -2.4629, -4.0684)  -0.0285
C (2.4154, -2.2200, -2.7024)  0.0347
O (1.3504, -1.5752, -2.2554)  -0.0153
C (3.4250, -2.6578, -1.7968)  0.0593
C (3.3398, -2.3818, -0.4166)  0.1429
O (2.3768, -1.7326, 0.1259)  -0.0560
C (4.5365, -3.3685, -2.3031)  0.0538
H (3.8067, -3.3144, -5.5980)  0.0035
H (1.8082, -2.1303, -4.7505)  0.0015
H (4.1347, -2.7229, 0.2434)  -0.0041
H (5.2925, -3.7286, -1.6167)  0.0023
C (1.1666, -0.3198, 3.5697)  -0.0023
C (1.1984, -0.1645, 2.1966)  0.0102
N (0.2352, -0.6378, 1.3918)  -0.0006
C (-0.8062, -1.2516, 1.9745)  0.0078
C (-0.9327, -1.4362, 3.3432)  -0.0027
C (0.1006, -0.9818, 4.1541)  0.0023
C (-2.1020, -2.1875, 3.8570)  -0.0005
C (-3.3562, -1.7404, 3.9141)  -0.0001
C (-3.8052, -0.3610, 3.6462)  0.0000
C (-5.0972, -0.1115, 3.1879)  0.0000
C (-5.4476, 1.2094, 2.9645)  0.0000
N (-4.6234, 2.2163, 3.2398)  0.0000
C (-3.4384, 1.8791, 3.7292)  0.0000
N (-2.9700, 0.6528, 3.9104)  0.0000
H (1.9810, 0.0640, 4.1684)  0.0001
H (2.0113, 0.3616, 1.7176)  -0.0105
H (-1.5672, -1.6478, 1.3172)  0.0004
H (0.0622, -1.1340, 5.2248)  0.0001
H (-1.9034, -3.2181, 4.1319)  0.0000
H (-4.1454, -2.4287, 4.1937)  0.0000
H (-5.7941, -0.9178, 3.0045)  0.0000
H (-6.4178, 1.4791, 2.5629)  0.0000
H (-2.7832, 2.6942, 4.0168)  0.0000
N (-0.2696, -2.7192, -0.4419)  -0.0083
C (-0.8072, -3.2924, -1.3461)  0.0106
N (-1.3322, -4.0027, -2.1988)  0.0080
C (-2.1452, -3.8210, -3.2144)  -0.0011
N (-2.8636, -3.7078, -4.1110)  0.0013

Computed properties:
* spin multiplicity: 2
* lowest unoccupied orbital energy (alpha / beta): -3.61 / -3.96 eV
* highest occupied orbital energy (alpha / beta): -10.31 / -11.07 eV
* expectation value of S²: 0.769
* charge: +1
* HOMO-LUMO gap (alpha / beta): 6.7 / 7.1 eV



Run Q
A structure of composition C28H29ClN6O2S4Ti. Source: OMol25; level of theory: wB97M-V/def2-TZVPD.

Last column: Mulliken spin population.
Atoms and positions in Å:
Ti (1.4611, 0.2882, 0.0924)  0.9643
C (1.0361, 3.5215, -2.1360)  0.0003
C (0.5866, 2.4845, -3.1527)  0.0000
S (1.6193, 1.0199, -2.9586)  -0.0011
C (0.6477, -0.2392, -3.8006)  0.0001
C (-0.7789, -0.4512, -3.2990)  0.0063
S (-0.9697, -0.3956, -1.4968)  0.0082
C (-2.4644, 0.6216, -1.3850)  -0.0005
C (-2.9238, 0.7706, 0.0598)  0.0016
S (-1.6556, 1.2393, 1.2602)  0.0048
C (-1.5694, 3.0302, 1.0819)  -0.0008
C (-0.9632, 3.5746, -0.2033)  0.0010
S (0.7463, 3.0257, -0.4249)  -0.0040
H (0.5322, 4.4753, -2.2978)  -0.0003
H (2.1060, 3.7154, -2.2279)  -0.0003
H (0.6837, 2.8915, -4.1603)  0.0007
H (-0.4627, 2.2341, -2.9873)  -0.0014
H (1.2316, -1.1555, -3.7210)  -0.0003
H (0.6011, -0.0097, -4.8660)  -0.0001
H (-1.1377, -1.4172, -3.6592)  0.0016
H (-1.4387, 0.3145, -3.7090)  -0.0015
H (-3.2498, 0.1235, -1.9568)  0.0020
H (-2.2878, 1.5942, -1.8445)  -0.0041
H (-3.3054, -0.1878, 0.4195)  -0.0006
H (-3.7551, 1.4764, 0.1080)  0.0003
H (-0.9890, 3.3704, 1.9415)  -0.0001
H (-2.5713, 3.4487, 1.1948)  0.0002
H (-0.9504, 4.6649, -0.1494)  0.0000
H (-1.5630, 3.2930, -1.0679)  -0.0015
Cl (5.3418, 4.6346, 4.6218)  -0.0002
C (4.2771, 3.5776, 3.7667)  -0.0027
C (3.1763, 3.0257, 4.4379)  0.0075
C (2.2967, 2.1817, 3.8028)  -0.0060
C (2.4829, 1.8626, 2.4476)  0.0043
O (1.6233, 1.0710, 1.8439)  -0.0209
C (3.6056, 2.4051, 1.7839)  0.0223
C (3.8865, 2.0324, 0.4402)  0.0136
O (3.1861, 1.2453, -0.2250)  -0.0160
C (4.5000, 3.2673, 2.4532)  0.0041
H (3.0295, 3.2757, 5.4801)  0.0002
H (1.4509, 1.7571, 4.3253)  -0.0002
H (4.7846, 2.4354, -0.0398)  -0.0005
H (5.3566, 3.6706, 1.9293)  0.0000
C (1.2921, -3.1951, 2.9733)  0.0019
C (1.5403, -2.1158, 2.1514)  0.0118
N (0.5750, -1.4925, 1.4615)  -0.0051
C (-0.6651, -1.9511, 1.5760)  0.0114
C (-1.0213, -3.0359, 2.3787)  0.0006
C (-0.0121, -3.6541, 3.1002)  0.0000
C (-2.4372, -3.4269, 2.5138)  0.0004
C (-3.3531, -3.5037, 1.5456)  -0.0002
C (-3.1540, -3.3514, 0.0926)  0.0005
C (-4.1763, -2.8221, -0.6918)  -0.0007
C (-3.9302, -2.7021, -2.0478)  0.0011
N (-2.7839, -3.0877, -2.5984)  0.0002
C (-1.8901, -3.6142, -1.7685)  0.0004
N (-2.0058, -3.7590, -0.4545)  0.0001
H (2.1065, -3.6622, 3.5076)  -0.0001
H (2.5487, -1.7333, 2.0392)  0.0031
H (-1.4283, -1.4389, 1.0102)  -0.0046
H (-0.2388, -4.4905, 3.7487)  0.0000
H (-2.7692, -3.6364, 3.5244)  -0.0001
H (-4.3763, -3.7093, 1.8399)  0.0000
H (-5.1237, -2.5236, -0.2638)  0.0001
H (-4.6810, -2.2909, -2.7151)  0.0000
H (-0.9654, -3.9613, -2.2151)  -0.0004
N (2.0392, -1.3612, -0.9724)  -0.0363
C (2.2001, -2.3637, -1.5659)  0.0298
N (2.3851, -3.4546, -2.1679)  0.0058
C (1.8078, -3.6295, -3.3488)  -0.0011
N (1.3033, -3.7969, -4.3748)  0.0011

Computed properties:
* spin multiplicity: 2
* lowest unoccupied orbital energy (alpha / beta): -3.57 / -3.69 eV
* highest occupied orbital energy (alpha / beta): -11.00 / -11.27 eV
* expectation value of S²: 0.754
* charge: +1
* HOMO-LUMO gap (alpha / beta): 7.4 / 7.6 eV



Which of them is the most stable? Correct choice: run Q.



Run P
A cluster of 3 separate species, C6H19NO3 in total. Source: OMol25; level of theory: wB97M-V/def2-TZVPD.

Last column: Löwdin charge in e.
Atoms and positions in Å:
C (-0.2712, 0.9670, -0.6902)  -0.1833
C (-1.2787, 0.3630, -1.6950)  -0.1838
C (-2.4111, -0.3552, -0.9812)  -0.2666
O (-3.5494, 0.4968, -0.8495)  -0.0721
C (0.5743, -0.1434, -0.0547)  -0.2048
N (2.0058, -0.0317, -0.4717)  -0.2667
C (2.7643, -1.0243, 0.2758)  -0.1225
C (2.1433, -0.1606, -1.9241)  -0.1045
H (0.3835, 1.7568, -1.0502)  0.1068
H (-0.9112, 1.4938, 0.0307)  0.0914
H (-1.6449, 1.1162, -2.3908)  0.1160
H (-0.7022, -0.3622, -2.2840)  0.0985
H (-2.0952, -0.7721, -0.0170)  0.1077
H (-2.7950, -1.2411, -1.4938)  0.1171
H (-3.3076, 1.2282, -0.2750)  0.0694
H (0.6224, -0.0255, 1.0284)  0.0905
H (0.2746, -1.1776, -0.2680)  0.1181
H (3.7596, -1.2434, -0.1121)  0.0802
H (2.9620, -0.5854, 1.2597)  0.0773
H (2.2223, -1.9702, 0.4256)  0.0812
H (3.1868, -0.1472, -2.2328)  0.0808
H (1.5585, 0.6679, -2.3087)  0.0668
H (1.7340, -1.0927, -2.3616)  0.0878
H (-1.5030, 1.5624, 3.0589)  0.0436
H (-2.7421, 0.5888, 2.7848)  0.0629
O (-2.0540, 1.1439, 2.3936)  -0.0463
H (-0.3277, -0.0518, 3.1102)  -0.0305
H (1.0593, -0.7615, 3.3376)  0.0458
O (0.3426, -0.2391, 3.7550)  -0.0608

Computed properties:
* lowest unoccupied orbital energy: 0.50 eV
* highest occupied orbital energy: -8.68 eV
* SMILES: CN(C)CCCCO.O.O
* HOMO-LUMO gap: 9.2 eV



Run Q
A cluster of 3 separate species, C6H19NO3 in total. Source: OMol25; level of theory: wB97M-V/def2-TZVPD.

Last column: Löwdin charge in e.
Atoms and positions in Å:
C (-1.2329, -1.5321, -1.5852)  -0.0869
C (0.2619, -1.4068, -1.2086)  -0.2155
N (0.4748, -0.1981, -0.2872)  -0.1734
C (-0.0148, -0.6378, 1.0795)  -0.2547
C (-0.7585, 0.5006, 1.7471)  -0.0836
C (1.8896, 0.2361, -0.2001)  -0.1469
C (1.9502, 1.6954, -0.7669)  -0.2535
O (2.5511, 2.7197, -0.0062)  -0.0565
H (-1.6151, -2.5368, -1.7285)  0.0672
H (-1.7457, -1.0581, -0.7368)  0.0521
H (-1.6439, -0.8400, -2.3786)  0.0946
H (0.8672, -2.2083, -0.8667)  0.1017
H (0.6538, -1.0423, -2.1681)  0.1050
H (0.7898, -0.9991, 1.7234)  0.1121
H (-0.6501, -1.4917, 0.9186)  0.0580
H (-1.5883, 0.8714, 1.1140)  0.0777
H (-0.1282, 1.4033, 1.9017)  0.0749
H (-1.0703, 0.1518, 2.7290)  0.0720
H (2.3010, 0.0213, 0.7489)  0.0996
H (2.4369, -0.3713, -0.9415)  0.1119
H (0.9491, 1.9003, -1.1593)  0.0880
H (2.4740, 1.6809, -1.7466)  0.1187
H (1.9811, 2.8609, 0.7591)  0.0777
H (-2.7215, -2.8930, 1.6743)  0.0451
H (-1.7809, -3.0067, 0.6958)  0.0022
O (-2.6713, -3.3843, 0.8333)  -0.0669
H (-0.2696, 3.8324, -0.2895)  0.0365
H (-0.8161, 2.4128, -0.1160)  0.0153
O (-0.8732, 3.3196, 0.2608)  -0.0722

Computed properties:
* lowest unoccupied orbital energy: 0.66 eV
* highest occupied orbital energy: -9.22 eV
* SMILES: CCN(CC)CCO.O.O
* HOMO-LUMO gap: 9.9 eV



Which of them is the most stable? Correct choice: run P.



Run P
A cluster of 2 separate species, C2H4ClN in total. Source: OMol25; level of theory: wB97M-V/def2-TZVPD.

Last column: Löwdin charge in e.
Atoms and positions in Å:
C (-0.6838, 0.2650, 0.3639)  -0.2350
C (0.3769, -0.5670, -0.3396)  -0.8282
N (0.7644, 0.3216, 0.6614)  -0.0523
Cl (0.5382, -0.2083, -2.0438)  0.5676
H (-1.0610, 1.1683, -0.2498)  0.1072
H (-1.4598, -0.1544, 1.1725)  0.1288
H (0.4747, -2.0834, -0.0489)  0.2252
H (1.0504, 1.2581, 0.4844)  0.0866

Computed properties:
* lowest unoccupied orbital energy: 0.76 eV
* highest occupied orbital energy: -9.60 eV
* HOMO-LUMO gap: 10.4 eV



Run Q
An isolated molecule of C2H4ClN. Source: OMol25; level of theory: wB97M-V/def2-TZVPD.

Last column: Löwdin charge in e.
Atoms and positions in Å:
C (0.3437, -0.7339, 0.0847)  -0.2272
C (0.3909, 0.7379, -0.0721)  -0.2165
N (-0.6750, 0.1047, 0.6358)  -0.3699
Cl (-2.3874, -0.0342, -0.2124)  0.4080
H (0.1300, -1.3232, -0.7967)  0.0973
H (0.9408, -1.2372, 0.8336)  0.1018
H (1.0155, 1.3312, 0.5857)  0.1041
H (0.2415, 1.1548, -1.0586)  0.1024

Computed properties:
* lowest unoccupied orbital energy: -0.01 eV
* highest occupied orbital energy: -9.91 eV
* SMILES: ClN1CC1
* HOMO-LUMO gap: 9.9 eV



Run R
An isolated molecule of C2H4ClN. Source: OMol25; level of theory: wB97M-V/def2-TZVPD.

Last column: Löwdin charge in e.
Atoms and positions in Å:
C (-0.2267, 0.8345, -0.5207)  -0.3015
C (1.2408, 0.2959, -1.0659)  -0.5089
N (-0.6798, 0.4760, 0.5595)  0.0655
Cl (2.2992, -0.0898, 0.3945)  0.4444
H (-0.8627, 1.3418, -1.2732)  0.1016
H (1.3651, -0.6922, -1.6711)  0.0817
H (1.6760, 1.1422, -1.6767)  0.0604
H (-1.6807, 0.6156, 0.6170)  0.0567

Computed properties:
* lowest unoccupied orbital energy: 0.91 eV
* highest occupied orbital energy: -10.20 eV
* SMILES: [H]/N=C/CCl
* HOMO-LUMO gap: 11.1 eV



Which of them is the most stable? Correct choice: run R.